# 1
Density functional theory data (ωB97M-V with the def2-TZVPD basis set) for a structure of composition C5H12NO2.

Calculated values
HOMO level (eV): -2.868
Net charge: -1
Frontier orbital gap (eV): 6.3380
Spin multiplicity: 1
Total energy (Ha): -402.8007
Energy relative to the best compared isomer or geometry (same formula, charge and spin) (kJ/mol): 600.5

Structure (XYZ):
```
20
C5H12NO2 ωB97M-V with the def2-TZVPD basis set
C 1.97681 -0.63431 -0.97690
O 2.99374 -0.00611 -0.29275
C 0.66959 -0.28913 -0.26079
C 0.91010 1.00363 0.31608
C 1.60432 1.10228 1.51250
C -3.25389 -0.39752 0.37429
O -3.12780 -0.00896 -0.93692
N -0.49569 -0.23747 -1.15436
H 2.02083 -1.74497 -0.99958
H 1.88904 -0.24613 -2.01067
H 0.28037 -1.08642 0.40499
H 2.41783 0.89805 0.39649
H 0.46580 1.91530 -0.08210
H 1.88066 0.19400 2.02990
H 1.67918 2.02344 2.08260
H -2.30298 -0.81767 0.81362
H -3.53207 0.47435 1.03125
H -4.07680 -1.11816 0.51649
H -0.47482 -1.00273 -1.81560
H -1.52422 -0.02144 -0.94852
```

Here are the natural (NBO) charges for atoms 1 to 5, given in e:
1. C -0.051
2. O -0.828
3. C -0.179
4. C -0.036
5. C -0.482

# 2
Density functional theory data (ωB97M-V with the def2-TZVPD basis set) for a cluster of 2 separate species, C5H12NO2 in total.

Calculated values
HOMO level (eV): -2.873
Net charge: -1
Frontier orbital gap (eV): 6.5667
Spin multiplicity: 1
Total energy (Ha): -402.8668
Energy relative to the best compared isomer or geometry (same formula, charge and spin) (kJ/mol): 427.0

Structure (XYZ):
```
20
C5H12NO2 ωB97M-V with the def2-TZVPD basis set
C 0.59316 -2.61956 -0.00111
O -0.40600 -3.34173 0.35114
C 0.16405 -0.97178 0.30009
C 1.16526 0.17252 -0.02864
C 0.73608 1.52256 0.46998
C 0.85040 2.66592 -0.17435
N -1.23307 -0.86714 -0.29154
H 0.92005 -2.59576 -1.06699
H 1.60283 -2.81611 0.48704
H -0.10847 -0.89701 1.34472
H 1.87434 -0.15941 0.81991
H 1.58631 0.01300 -1.02418
H 0.32141 1.44459 1.48317
H 1.11637 2.81774 -1.13384
H 0.73036 3.76890 0.21132
H -1.10842 -0.80388 -1.25556
H -1.71739 -1.84055 -0.05018
H -1.73532 1.19004 0.22352
H -2.82382 1.56461 -0.78063
O -2.52813 1.75304 0.11614
```

Here are the natural (NBO) charges for atoms 1 to 5, given in e:
1. C 0.033
2. O -0.907
3. C -0.095
4. C -0.481
5. C -0.163

> Which formula does entry 1 have?

C5H12NO2

> The highest frontier orbital gap belongs to which entry?

number 2

> net charge of number 2 (C5H12NO2)?

-1